Run a
A cluster of 2 separate species, C4H8 in total, computed with the ωB97M-V functional and the def2-TZVPD basis.

XYZ file:
```
12
Properties=species:S:1:pos:R:3
C -1.544 -2.071 1.365
C -2.254 -1.724 0.373
C 1.993 2.133 -0.293
C 1.824 1.579 -1.489
H -0.547 -1.961 1.525
H -1.844 -2.759 2.259
H -1.860 -0.909 -0.336
H -3.376 -1.806 0.140
H 2.815 2.833 -0.097
H 1.278 2.007 0.511
H 2.513 1.787 -2.326
H 1.003 0.891 -1.631
```

Calculated values
Frontier orbital gap ... 11.3068 eV
SMILES ... C=C.C=C
HOMO level ... -10.2 eV
Net charge ... 0

Mulliken population analysis, charges in e, atoms 1 to 6: -0.46, -0.32, -0.45, -0.39, 0.27, 0.17



Run b
A cluster of 2 separate species, C4H8 in total, computed with the ωB97M-V functional and the def2-TZVPD basis.

XYZ file:
```
12
Properties=species:S:1:pos:R:3
C 1.154 -0.996 1.002
C 1.456 -1.984 0.179
H 0.375 -0.320 0.670
H 1.293 -1.102 2.070
H 1.248 -1.955 -0.884
H 2.006 -2.872 0.461
C -1.413 1.286 0.012
C -1.115 1.768 -1.193
H -1.215 1.887 0.894
H -1.983 0.370 0.134
H -0.896 2.817 -1.322
H -0.911 1.101 -2.024
```

Calculated values
Frontier orbital gap ... 11.0760 eV
SMILES ... C=C.C=C
HOMO level ... -9.8 eV
Net charge ... 0

Mulliken population analysis, charges in e, atoms 1 to 6: -0.20, -0.48, 0.00, 0.26, 0.22, 0.23



Run c
An isolated molecule of C4H8, computed with the ωB97M-V functional and the def2-TZVPD basis.

XYZ file:
```
12
Properties=species:S:1:pos:R:3
C -0.184 0.925 -0.498
C -0.954 -0.393 -0.322
C 0.298 -1.019 0.298
C 0.817 0.470 0.489
H -0.634 1.910 -0.245
H 0.136 1.005 -1.562
H -1.451 -0.805 -1.233
H -1.731 -0.376 0.524
H 0.957 -1.625 -0.336
H 0.148 -1.487 1.288
H 0.824 0.972 1.563
H 1.892 0.512 0.197
```

Calculated values
Frontier orbital gap ... 11.5640 eV
SMILES ... C1CCC1
HOMO level ... -10.3 eV
Net charge ... 0

Mulliken population analysis, charges in e, atoms 1 to 6: -0.50, -0.50, -0.55, -0.38, 0.26, 0.21



run c wins, 0.0376 hartree ahead of the next structure.



Run a
An isolated molecule of C4H8, computed with the ωB97M-V functional and the def2-TZVPD basis.

XYZ file:
```
12
Properties=species:S:1:pos:R:3
C -1.120 0.139 -0.022
C 0.198 1.011 -0.051
C 1.167 -0.186 -0.032
C -0.158 -1.067 0.021
H -1.669 0.204 -0.942
H -1.654 0.349 0.882
H 0.257 1.583 0.897
H 0.201 1.823 -0.759
H 1.801 -0.231 0.878
H 1.773 -0.400 -0.907
H -0.395 -1.712 -0.859
H -0.401 -1.512 0.895
```

Calculated values
Frontier orbital gap ... 11.3418 eV
SMILES ... C1CCC1
HOMO level ... -10.0 eV
Net charge ... 0

Mulliken population analysis, charges in e, atoms 1 to 6: -0.63, -0.38, -0.62, -0.42, 0.25, 0.27



Run b
A cluster of 2 separate species, C4H8 in total, computed with the ωB97M-V functional and the def2-TZVPD basis.

XYZ file:
```
12
Properties=species:S:1:pos:R:3
C 0.510 0.357 4.724
C 0.587 -0.542 3.790
H -0.252 1.134 4.599
H 1.179 0.433 5.588
H -0.113 -0.542 2.947
H 1.421 -1.253 3.759
C 4.503 -0.022 3.314
C 3.886 0.238 2.163
H 5.498 -0.482 3.295
H 4.036 0.140 4.292
H 4.385 0.005 1.216
H 2.904 0.722 2.117
```

Calculated values
Frontier orbital gap ... 11.4261 eV
SMILES ... C=C.C=C
HOMO level ... -10.1 eV
Net charge ... 0

Mulliken population analysis, charges in e, atoms 1 to 6: -0.38, -0.53, 0.20, 0.23, 0.21, 0.26



Run c
An isolated molecule of C4H8, computed with the ωB97M-V functional and the def2-TZVPD basis.

XYZ file:
```
12
Properties=species:S:1:pos:R:3
C 1.768 0.793 0.237
C 0.461 0.096 0.506
C -0.497 0.011 -0.397
C -1.752 -0.803 -0.318
H 1.587 1.871 0.275
H 2.533 0.594 0.993
H 2.253 0.512 -0.690
H 0.343 -0.388 1.472
H -0.334 0.456 -1.380
H -1.571 -1.788 0.129
H -2.467 -0.373 0.395
H -2.325 -0.983 -1.223
```

Calculated values
Frontier orbital gap ... 10.4471 eV
SMILES ... C/C=C/C
HOMO level ... -9.1 eV
Net charge ... 0

Mulliken population analysis, charges in e, atoms 1 to 6: -1.10, -0.07, -0.11, -1.09, 0.26, 0.32



run c wins, 0.0259 hartree ahead of the next structure.



Run a
A cluster of 2 separate species, C6H12N2O in total, computed with the ωB97M-V functional and the def2-TZVPD basis.

XYZ file:
```
21
Properties=species:S:1:pos:R:3
C 1.539 1.261 -0.374
C 1.181 -0.191 -0.319
C 2.428 -0.996 -0.155
C -2.284 -1.175 0.108
C -3.036 0.275 0.245
C -1.669 0.854 0.164
H 1.401 1.959 -1.502
H 2.977 1.187 -0.037
H 0.983 1.766 0.418
H 2.427 -1.931 0.287
H 2.887 -1.363 -1.188
H 3.565 -0.446 1.557
H -2.729 -1.662 -0.742
H -1.750 -1.717 0.990
H -3.489 0.259 -0.740
H -3.768 0.337 1.049
H -1.729 1.748 -0.637
H -1.164 1.223 1.136
N 0.083 -0.968 -0.340
N -1.180 -0.396 -0.389
O 3.327 -0.024 0.470
```

Calculated values
Frontier orbital gap ... 8.0348 eV
HOMO level ... -7.7 eV
Net charge ... 0

Mulliken population analysis, charges in e, atoms 1 to 6: -1.03, 0.60, -0.55, -0.61, -0.63, -0.39



Run b
A cluster of 2 separate species, C6H12N2O in total, computed with the ωB97M-V functional and the def2-TZVPD basis.

XYZ file:
```
21
Properties=species:S:1:pos:R:3
C 0.505 -2.342 0.471
C -0.984 -0.589 -0.544
O 0.448 -1.026 -0.079
N -1.394 -1.363 -1.560
H -2.413 -1.357 -1.600
H -1.601 -0.574 0.396
H 1.557 -2.591 0.611
H 0.061 -3.074 -0.202
H -0.027 -2.410 1.428
C 2.090 1.176 0.162
C 0.891 0.677 0.847
C -0.742 0.914 -0.925
C -1.541 1.920 -0.539
N 0.379 0.750 1.943
H -0.497 0.268 2.152
H -0.091 1.027 -1.787
H 2.286 0.576 -0.724
H 2.939 1.126 0.848
H 1.925 2.214 -0.128
H -2.249 1.801 0.277
H -1.542 2.877 -1.046
```

Calculated values
Frontier orbital gap (spin up / spin down) ... 6.0419 / 6.0476 eV
HOMO level (spin up / spin down) ... -6.6 / -6.6 eV
Net charge ... 0

Mulliken population analysis, charges in e, atoms 1 to 6: -0.90, 0.40, -0.34, -0.99, 0.20, 0.32



run b wins, 0.0745 hartree ahead of the next structure.



Run a
An isolated molecule of C6H12N2O, computed with the ωB97M-V functional and the def2-TZVPD basis.

XYZ file:
```
21
Properties=species:S:1:pos:R:3
C -0.195 -0.866 -0.636
C -1.181 -1.936 -0.185
C -0.317 -0.555 -2.124
C 0.448 0.957 1.003
C -0.558 0.506 0.203
N -1.718 1.206 0.078
C 2.690 0.602 1.567
O 0.309 2.208 1.605
N 1.594 0.249 1.023
H 1.035 2.317 2.226
H 0.817 -1.219 -0.443
H -2.316 1.001 -0.704
H -1.719 2.140 0.459
H -1.082 -2.104 0.883
H -2.204 -1.637 -0.394
H -0.968 -2.874 -0.693
H -0.072 -1.444 -2.706
H 0.379 0.232 -2.408
H -1.328 -0.242 -2.381
H 3.507 -0.102 1.564
H 2.880 1.561 2.063
```

Calculated values
Frontier orbital gap ... 8.0106 eV
SMILES ... C=N/C(O)=C(/N)C(C)C
HOMO level ... -7.2 eV
Net charge ... 0

Mulliken population analysis, charges in e, atoms 1 to 6: 0.58, -1.40, -1.41, 0.22, 0.08, -0.43



Run b
A cluster of 2 separate species, C6H12N2O in total, computed with the ωB97M-V functional and the def2-TZVPD basis.

XYZ file:
```
21
Properties=species:S:1:pos:R:3
C -1.273 -0.579 -0.963
C -1.177 -1.873 -0.157
C -0.173 -0.386 -1.921
N 1.042 -0.360 -1.537
H 1.729 -0.123 -2.246
H -0.460 -0.162 -2.957
H -1.105 0.296 -0.165
H -2.233 -0.513 -1.473
H -0.229 -1.917 0.371
H -1.270 -2.739 -0.811
H -1.952 -1.892 0.607
C 0.780 0.439 1.939
N 1.634 -0.180 1.110
C -0.123 1.459 1.257
C 0.397 2.359 0.421
O 0.618 0.190 3.120
H 1.444 -0.226 -0.002
H 2.165 -0.930 1.531
H -1.001 1.711 1.839
H -0.143 3.249 0.130
H 1.329 2.177 -0.092
```

Calculated values
Frontier orbital gap ... 9.7939 eV
SMILES ... [H]/N=C/CC.C=CC(N)=O
HOMO level ... -9.2 eV
Net charge ... 0

Mulliken population analysis, charges in e, atoms 1 to 6: -0.04, -1.14, -0.07, -0.50, 0.17, 0.41



Run c
An isolated molecule of C6H12N2O, computed with the ωB97M-V functional and the def2-TZVPD basis.

XYZ file:
```
21
Properties=species:S:1:pos:R:3
C -1.549 -1.715 0.606
C -1.118 -0.695 -0.446
C -0.140 0.360 0.081
C -0.131 1.706 -0.529
C -0.648 1.498 0.863
C 3.239 -0.542 -0.369
H -2.251 -2.452 0.106
H -2.097 -1.173 1.388
H -0.683 -2.221 1.057
H -0.602 -1.200 -1.244
H -2.087 0.278 -1.837
H 0.825 2.202 -0.620
H -0.858 1.970 -1.269
H -1.739 1.547 0.932
H -0.128 1.949 1.735
H 1.604 0.367 1.217
H 3.828 -0.814 -1.226
H 3.701 -0.341 0.604
N 1.158 -0.193 0.487
N 1.983 -0.429 -0.573
O -2.305 -0.101 -0.964
```

Calculated values
Frontier orbital gap ... 9.8182 eV
SMILES ... C=NNC1([C@@H](C)O)CC1
HOMO level ... -8.8 eV
Net charge ... 0

Mulliken population analysis, charges in e, atoms 1 to 6: -1.31, -0.35, 0.89, -0.94, -0.44, -0.38



Run d
A cluster of 2 separate species, C6H12N2O in total, computed with the ωB97M-V functional and the def2-TZVPD basis.

XYZ file:
```
21
Properties=species:S:1:pos:R:3
C 2.306 -0.481 -0.798
C 1.886 0.111 1.626
C 1.598 0.418 0.181
O 0.864 1.310 -0.161
H 2.208 -1.519 -0.489
H 1.910 -0.349 -1.802
H 1.524 0.923 2.260
H 1.371 -0.804 1.885
H 2.948 -0.040 1.784
H 3.369 -0.232 -0.800
C -2.096 0.986 -1.380
C -1.998 0.146 -0.148
C -1.116 -1.044 -0.232
N -2.551 0.351 0.968
N -0.809 -1.792 0.736
H -3.135 1.185 1.022
H -1.267 -1.498 1.604
H -0.693 -1.276 -1.202
H -1.118 1.404 -1.584
H -2.406 0.389 -2.236
H -2.797 1.811 -1.235
```

Calculated values
Frontier orbital gap ... 10.3087 eV
SMILES ... [H]/N=C\C(C)=N\[H].CC(C)=O
HOMO level ... -9.8 eV
Net charge ... 0

Mulliken population analysis, charges in e, atoms 1 to 6: -1.32, -1.22, 0.98, -0.57, 0.34, 0.33



run d wins, 0.0167 hartree ahead of the next structure.



Run a
An isolated molecule of C6H12N2O, computed with the ωB97M-V functional and the def2-TZVPD basis.

XYZ file:
```
21
Properties=species:S:1:pos:R:3
C -1.617 1.195 1.183
C 0.779 -1.331 1.763
C 2.073 0.443 -0.759
C 0.089 -0.532 0.692
C -0.617 -0.354 -1.287
C 0.755 -0.041 -0.334
N -0.698 0.575 -2.293
O -1.344 -0.186 1.239
N -1.522 -1.267 -1.347
H -1.308 0.240 -3.032
H 0.124 1.110 -2.537
H -1.708 -1.660 -0.419
H -2.138 1.481 2.108
H -0.695 1.808 1.149
H -2.293 1.433 0.351
H 0.553 -0.896 2.738
H 1.870 -1.339 1.685
H 0.453 -2.376 1.795
H 2.381 -0.112 -1.652
H 2.025 1.495 -1.058
H 2.839 0.314 0.015
```

Calculated values
Frontier orbital gap ... 9.2244 eV
SMILES ... [H]/N=C(N)\C(C)=C(\C)OC
HOMO level ... -8.5 eV
Net charge ... 0

Mulliken population analysis, charges in e, atoms 1 to 6: -0.70, -1.26, -1.49, 0.36, 0.66, 0.44



Run b
A cluster of 2 separate species, C6H12N2O in total, computed with the ωB97M-V functional and the def2-TZVPD basis.

XYZ file:
```
21
Properties=species:S:1:pos:R:3
C 0.701 0.487 -0.219
C 0.503 -1.058 -0.291
C 0.350 -0.198 -1.509
C -1.123 0.624 0.788
C 1.214 1.856 0.072
C -0.238 -2.156 0.380
N -2.299 0.509 0.027
N 1.855 -0.766 0.093
O 2.708 -0.453 0.971
H -2.323 1.079 -0.809
H -2.596 -0.435 -0.176
H -0.656 -0.087 -1.900
H 1.098 -0.253 -2.297
H -0.985 1.649 1.120
H -1.112 -0.027 1.656
H 1.466 1.923 1.134
H 2.132 2.026 -0.499
H 0.496 2.641 -0.170
H -0.101 -2.090 1.461
H -1.297 -2.167 0.115
H 0.208 -3.104 0.055
```

Calculated values
Frontier orbital gap (spin up / spin down) ... 7.2069 / 7.2034 eV
HOMO level (spin up / spin down) ... -6.6 / -6.6 eV
Net charge ... 0

Mulliken population analysis, charges in e, atoms 1 to 6: 0.52, 0.83, -0.51, -0.85, -1.55, -1.29



run a wins, 0.1461 hartree ahead of the next structure.